C40H70BN3O22PS3 | ωB97M-V with the def2-TZVPD basis set

Output
- LUMO: 0.0386 Eh
- Net charge: -1
- Orbital gap: 3.7 eV
- Energy: -4946.3857 Eh

Last column: Mulliken charge in e.
Cartesian coordinates (Å):
C (-3.6924, -2.1621, -6.4442)  -0.9746
C (-3.9094, -2.7010, -5.1949)  -0.5040
P (-3.4725, -4.5625, -4.7663)  1.3705
S (-2.8377, -4.8320, -6.9537)  -0.4430
C (-5.2771, -4.9994, -5.3670)  -1.2831
N (-6.2569, -3.8614, -5.4002)  -0.5196
C (-1.6531, -4.1232, -4.1922)  -1.4404
C (-1.4723, -2.6400, -3.7804)  -0.5307
C (-0.1422, -2.5763, -2.9467)  -0.8797
S (0.4972, -0.8731, -2.8093)  -0.2438
C (0.1314, -0.2159, -1.1917)  0.2537
S (-0.3742, 1.3483, -1.2070)  -0.3156
N (0.2603, -0.9687, -0.0349)  0.1103
C (1.6086, -1.5441, 0.1299)  -0.8297
C (1.5997, -2.5441, 1.3329)  -0.4261
O (0.5124, -2.3277, 2.1991)  -0.4658
C (0.4070, -0.9422, 2.4400)  -0.5216
C (0.0490, -0.1354, 1.1614)  -0.9617
C (-4.0345, -4.3534, -2.9414)  -1.7086
O (-4.8299, -5.4629, -2.4000)  -0.2991
C (-5.3411, -5.1284, -1.2209)  0.8128
C (-4.6892, -5.6235, 0.0523)  -1.1592
O (-6.3175, -4.4725, -1.1484)  -0.6380
B (-2.9961, -6.4648, -4.5975)  1.2704
O (-3.9284, -7.5220, -4.3774)  -0.6205
N (-1.5747, -6.9202, -4.7530)  0.0964
C (-1.4614, -7.9104, -5.8245)  -1.2429
C (-1.0693, -7.4864, -3.4899)  -1.1681
H (-2.7103, -1.8678, -6.8013)  0.2412
H (-4.5632, -2.0623, -7.1015)  0.2675
H (-4.3559, -2.0248, -4.4611)  0.2826
H (-1.6393, -4.2412, -7.1290)  0.1591
H (-5.2204, -5.3810, -6.3900)  0.5776
H (-5.7332, -5.7737, -4.7414)  0.4236
H (-7.0961, -4.1730, -5.8895)  0.2792
H (-6.5738, -3.7190, -4.4441)  0.1153
H (-0.8896, -4.3179, -4.9480)  0.7416
H (-1.3405, -4.6954, -3.3047)  0.1624
H (-1.3049, -1.9913, -4.6377)  0.4612
H (-2.2395, -2.2887, -3.0922)  0.0880
H (-0.4136, -2.9010, -1.9369)  0.3830
H (0.5827, -3.3046, -3.3089)  0.5871
H (1.9412, -2.0588, -0.7662)  0.5537
H (2.2689, -0.7093, 0.4007)  0.2758
H (1.5345, -3.5617, 0.9507)  0.3814
H (2.5559, -2.4317, 1.8627)  0.2761
H (1.3772, -0.5809, 2.8021)  0.2787
H (-0.3039, -0.7642, 3.2444)  0.2476
H (0.7298, 0.7166, 1.1718)  0.5392
H (-0.9900, 0.1743, 1.1992)  0.5381
H (-4.6706, -3.4594, -2.8834)  0.5926
H (-3.2190, -4.1601, -2.2335)  0.4651
H (-3.9781, -4.9147, 0.4708)  0.2711
H (-5.4883, -5.7498, 0.7804)  0.3608
H (-4.2434, -6.6056, -0.1025)  0.3473
H (-4.2983, -7.7224, -5.2499)  0.2707
H (-1.9619, -7.5446, -6.7219)  0.3292
H (-0.4147, -8.1444, -6.0439)  0.3204
H (-1.9451, -8.8594, -5.5247)  0.3804
H (-0.6014, -8.4606, -3.6305)  0.4305
H (-0.2845, -6.8102, -3.1215)  0.2371
H (-1.8486, -7.4813, -2.7194)  0.2768
C (-1.5247, 3.5378, 3.3069)  -1.3158
C (-0.5116, 2.8825, 4.2133)  0.3905
C (0.4375, 3.8381, 4.8834)  -0.1097
O (1.5864, 3.0097, 5.1093)  -0.3721
C (1.5777, 2.0490, 4.1507)  0.5655
O (2.4801, 1.3051, 3.9366)  -0.5386
O (0.4009, 2.0561, 3.4659)  -0.1490
H (-2.0394, 2.7882, 2.7053)  0.3649
H (-2.2623, 4.0902, 3.8889)  0.4165
H (-1.0414, 4.2261, 2.6116)  0.2389
H (-1.0189, 2.2427, 4.9421)  0.2366
H (0.0541, 4.2310, 5.8220)  0.3562
H (0.7340, 4.6699, 4.2414)  -0.0868
C (4.1905, 7.1179, 1.8714)  -1.2531
C (2.7597, 6.6798, 2.0428)  0.7165
C (1.7896, 7.2960, 1.0681)  -0.4591
O (0.5589, 7.2474, 1.8094)  -0.3533
C (0.8816, 7.2905, 3.1240)  0.6246
O (0.0991, 7.4433, 4.0078)  -0.5573
O (2.2196, 7.1310, 3.3011)  -0.4134
H (4.7926, 6.7974, 2.7218)  0.2175
H (4.6200, 6.7017, 0.9618)  0.4734
H (4.2637, 8.2065, 1.8248)  0.1348
H (2.6986, 5.5870, 2.0279)  0.2119
H (1.7044, 6.7360, 0.1400)  0.3317
H (2.0134, 8.3401, 0.8383)  0.3315
C (-9.1893, -2.6996, -1.2331)  -1.2154
C (-9.1775, -1.5990, -0.2049)  0.5606
C (-9.4913, -2.0469, 1.1975)  -0.4913
O (-10.0279, -0.8507, 1.7814)  -0.3407
C (-10.5744, -0.1238, 0.7699)  0.6022
O (-11.2601, 0.8351, 0.9253)  -0.5411
O (-10.2344, -0.6450, -0.4357)  -0.3674
H (-9.1545, -2.2827, -2.2397)  0.3579
H (-8.3349, -3.3626, -1.0978)  0.2943
H (-10.1060, -3.2900, -1.1655)  0.3512
H (-8.2280, -1.0581, -0.2470)  0.2593
H (-8.6123, -2.3824, 1.7432)  0.2904
H (-10.2592, -2.8233, 1.2377)  0.3110
C (8.8227, 7.7003, 5.3560)  -1.4974
C (8.2838, 6.5524, 4.5384)  0.5297
C (9.3312, 5.6038, 4.0138)  -0.5389
O (8.6944, 5.0739, 2.8450)  -0.3336
C (7.8262, 6.0170, 2.3994)  0.6088
O (7.2631, 5.9795, 1.3550)  -0.4650
O (7.6882, 7.0166, 3.3147)  -0.2832
H (8.0444, 8.4438, 5.5283)  0.3736
H (9.1919, 7.3483, 6.3191)  0.3837
H (9.6362, 8.2059, 4.8325)  0.3517
H (7.5121, 6.0205, 5.1022)  0.2828
H (9.5752, 4.8083, 4.7144)  0.3074
H (10.2509, 6.1077, 3.7061)  0.2992
C (7.9286, 11.4438, 0.0420)  -1.5430
C (6.8003, 10.4564, 0.2121)  0.6624
C (6.9001, 9.2295, -0.6555)  -0.4019
O (5.5270, 8.8445, -0.7863)  -0.3042
C (4.7819, 9.9724, -0.6554)  0.6404
O (3.6182, 10.0417, -0.8823)  -0.5402
O (5.5500, 11.0116, -0.2273)  -0.3711
H (7.6917, 12.3833, 0.5417)  0.3634
H (8.8545, 11.0471, 0.4589)  0.3817
H (8.0901, 11.6758, -1.0120)  0.3637
H (6.6916, 10.1885, 1.2677)  0.2270
H (7.4816, 8.4310, -0.1983)  0.1945
H (7.2950, 9.4375, -1.6532)  0.3488
C (1.9160, -5.7361, 4.0206)  -1.4429
C (1.3175, -6.8959, 3.2701)  0.5354
C (2.3135, -7.9166, 2.7779)  -0.5214
O (1.6374, -8.4702, 1.6431)  -0.3337
C (0.8036, -7.4999, 1.1674)  0.6170
O (0.2261, -7.5379, 0.1369)  -0.5049
O (0.7289, -6.4608, 2.0434)  -0.2547
H (1.1731, -4.9510, 4.1644)  0.3202
H (2.2847, -6.0551, 4.9964)  0.4098
H (2.7424, -5.2899, 3.4644)  0.3380
H (0.5313, -7.3663, 3.8694)  0.2283
H (2.5322, -8.6890, 3.5128)  0.3076
H (3.2503, -7.4692, 2.4354)  0.3067

Forces on the atoms, in the same order (eV/Å):
C -0.536 0.016 0.732
C 1.319 0.460 -0.074
P 1.232 0.960 1.621
S 0.273 -0.617 -1.321
C -0.963 0.829 -0.086
N -0.292 -0.408 -0.046
C 0.374 0.975 0.311
C 1.653 -0.755 0.418
C -1.174 -0.311 0.769
S 0.231 -0.022 0.154
C -0.642 -0.215 -0.659
S 0.062 0.159 -0.111
N 0.934 0.980 -0.168
C -0.234 -0.686 0.926
C 0.060 0.078 -0.821
O -0.124 -0.158 -0.048
C 0.478 0.262 -0.144
C -0.247 -1.011 1.042
C -0.653 0.790 0.273
O 1.039 -0.426 -0.358
C 1.252 -0.844 0.511
C -0.245 -0.827 -0.099
O -2.522 1.728 0.260
B 0.321 -0.926 -0.401
O 0.221 0.440 -0.676
N -0.170 -0.418 -0.078
C -0.386 -0.275 0.377
C 0.338 1.355 -0.045
H 0.209 -1.661 -0.896
H -0.077 1.837 0.367
H -1.898 -0.966 -0.293
H -0.112 -0.175 0.263
H 0.185 -0.030 0.050
H 0.680 -0.222 0.095
H 0.086 -0.043 0.004
H 0.118 0.187 -0.017
H -0.174 -0.243 -0.092
H -0.262 -0.301 -0.169
H -0.643 0.123 -0.047
H -0.294 0.316 -0.441
H 0.260 0.000 0.056
H 0.333 0.425 -0.193
H 0.029 0.206 -0.078
H 0.203 -0.078 -0.407
H -0.186 -0.079 0.158
H -0.043 -0.014 0.102
H -0.034 -0.006 0.088
H -0.190 -0.179 -0.123
H -0.315 0.280 -0.361
H 0.034 0.237 -0.138
H -0.057 -0.138 -0.067
H 0.171 -0.259 -0.211
H 0.185 0.008 -0.271
H -0.017 0.125 0.066
H 0.358 0.172 -0.021
H -0.267 -0.100 0.311
H 0.214 0.056 -0.055
H 0.005 0.193 -0.048
H 0.061 -0.001 -0.176
H -0.340 -0.170 0.127
H 0.015 -0.203 0.169
H 0.118 -0.510 0.071
C 0.093 -0.134 -0.352
C -0.592 0.347 -0.408
C 0.008 0.131 0.330
O -0.033 -0.162 -0.198
C -0.039 -0.010 -0.111
O 0.044 0.020 -0.003
O 0.406 0.023 0.471
H -0.055 -0.016 0.099
H 0.036 -0.017 0.043
H 0.034 0.025 0.069
H 0.114 -0.007 0.057
H 0.171 -0.059 0.067
H -0.127 -0.013 -0.053
C 0.082 0.194 0.306
C 0.602 0.157 -0.201
C -0.114 -0.112 -0.259
O 0.113 0.014 0.243
C 0.007 0.083 -0.016
O -0.017 -0.068 0.036
O -0.405 -0.098 -0.111
H 0.007 -0.136 -0.078
H -0.015 -0.025 0.021
H -0.105 -0.003 -0.055
H -0.098 0.014 -0.012
H -0.206 -0.027 0.064
H 0.128 -0.029 0.040
C -0.269 -0.006 -0.202
C 0.074 -0.554 -0.499
C 0.215 0.016 0.268
O -0.099 0.043 -0.158
C -0.035 0.018 -0.169
O -0.011 -0.010 0.059
O 0.012 0.173 0.489
H 0.151 0.021 0.032
H 0.046 0.068 -0.016
H -0.011 0.044 0.095
H -0.029 0.034 0.093
H -0.035 0.155 0.105
H 0.017 -0.015 -0.149
C -0.056 0.302 -0.219
C 0.237 0.424 0.443
C 0.036 -0.321 0.086
O -0.097 0.239 -0.013
C -0.032 -0.009 -0.019
O 0.067 0.084 -0.067
O 0.040 -0.348 -0.174
H -0.043 -0.095 0.101
H -0.035 -0.043 -0.013
H 0.025 -0.082 -0.016
H 0.017 -0.081 -0.073
H -0.081 -0.126 -0.152
H -0.049 0.118 0.072
C -0.153 0.295 -0.155
C 0.507 0.360 -0.027
C 0.151 -0.430 0.121
O -0.060 0.298 0.005
C -0.064 0.030 -0.051
O -0.012 -0.038 0.058
O -0.159 -0.361 -0.023
H 0.035 -0.069 0.108
H -0.038 -0.038 0.024
H -0.013 -0.083 -0.007
H -0.041 -0.101 -0.039
H -0.220 -0.133 -0.001
H 0.031 0.151 0.051
C -0.009 0.357 -0.079
C 0.278 0.400 0.418
C 0.009 -0.324 0.053
O -0.088 0.237 0.030
C -0.067 0.196 -0.064
O -0.014 -0.193 -0.182
O 0.033 -0.338 -0.123
H -0.035 -0.067 0.061
H -0.027 -0.042 -0.012
H 0.008 -0.083 -0.034
H 0.031 -0.092 -0.042
H -0.085 -0.126 -0.143
H -0.042 0.132 0.080